A structure of composition C42H29Cl4F6IrN4O2PSSi, computed with ωB97M-V with the def2-TZVPD basis set.

XYZ file:
```
91
Properties=species:S:1:pos:R:3:nbo_charge:R:1
Ir -0.6380 0.3219 -0.3150 1.07
Cl -5.3197 3.8905 3.3315 0.11
Cl 2.1678 2.9191 -6.7026 0.11
Cl -1.9244 4.2678 -3.5656 0.11
Cl -5.7355 -0.0948 -0.1773 0.15
S -1.3838 -5.8840 -4.2139 -0.09
P -2.7056 -2.5699 1.6735 2.62
Si 1.2778 -0.0610 1.1694 1.46
F -1.8306 -3.8134 1.1484 -0.58
F -1.4095 -1.5542 1.2489 -0.62
F -2.0452 -2.6931 3.1278 -0.58
F -3.4912 -1.2319 2.1567 -0.60
F -3.2907 -2.3566 0.1744 -0.59
F -3.9280 -3.4921 2.0666 -0.56
O -2.8247 0.2966 -0.4476 -0.56
O -0.8275 2.2048 -1.7848 -0.58
N -1.2151 1.8937 0.9931 -0.46
N -0.7397 -1.3610 -1.5861 -0.49
N 1.3366 0.6340 -2.1931 -0.41
N -3.6168 -4.5014 -4.2536 -0.75
C 0.8389 0.5025 2.9327 -0.55
C -1.5547 -1.1384 -2.6280 0.06
C 2.8725 0.8823 -4.4895 -0.12
C -2.3101 3.8156 2.6791 -0.11
C 4.9275 2.6643 -0.0413 -0.20
C -0.9654 3.7941 2.4117 -0.17
C 3.3043 -3.7072 0.8452 -0.21
C 2.6383 -4.5045 1.7647 -0.21
C -2.3535 -4.6071 -3.8281 0.08
C 1.3037 2.6847 -5.2473 0.04
C -1.8104 -3.4806 -3.0326 -0.04
C 5.1239 1.4714 0.6375 -0.21
C 2.5635 2.2313 -0.0827 -0.22
C 1.7760 1.2143 3.6860 -0.21
C -0.4471 -2.6252 -1.2673 0.09
C 1.1210 -2.6980 2.2294 -0.20
C -4.7780 1.0132 0.6657 -0.01
C 3.6409 3.0458 -0.3975 -0.21
C 1.5095 1.5742 4.9995 -0.22
C -5.3427 1.8784 1.5866 -0.25
C -0.3800 0.1740 3.5347 -0.16
C 2.3801 -0.1434 -2.3941 0.10
C 1.0077 1.5342 -3.1209 0.08
C 0.2979 1.2354 5.5845 -0.19
C 1.7470 1.7028 -4.3068 -0.06
C -0.9457 -3.7017 -1.9714 -0.13
C 2.8761 -2.4079 0.6171 -0.21
C 0.1826 3.4581 -5.0074 -0.25
C -0.4512 2.8095 1.5705 0.10
C -2.5515 1.9365 1.2001 0.21
C 4.0402 0.6642 0.9594 -0.20
C -3.1442 2.8673 2.0652 -0.14
C 3.1906 -0.0434 -3.5275 -0.22
C -4.5633 2.8002 2.2572 0.07
C -0.6495 0.5398 4.8450 -0.23
C -0.1760 2.3440 -2.8394 0.47
C -2.1177 -2.1585 -3.3607 -0.24
C -0.5403 3.3078 -3.8387 -0.06
C 1.7850 -1.8778 1.3128 -0.57
C 2.7397 1.0248 0.5984 -0.53
C -3.3635 1.0138 0.4193 0.41
C 1.5424 -4.0000 2.4494 -0.14
H -1.7732 -0.1089 -2.8793 0.21
H 2.9748 -5.5180 1.9400 0.22
H 0.0945 1.5022 6.6136 0.22
H -0.2919 4.5139 2.8535 0.24
H 3.4745 3.9806 -0.9198 0.22
H 3.4184 -1.7968 -0.0961 0.20
H 4.0463 -0.6941 -3.6389 0.25
H 4.2133 -0.2573 1.5036 0.23
H -0.6863 -4.7071 -1.6762 0.26
H -1.1315 -0.3812 2.9824 0.24
H 0.1996 -2.7817 -0.4139 0.24
H -2.7637 -1.9206 -4.1945 0.23
H 0.2597 -2.3274 2.7684 0.24
H 5.7699 3.2976 -0.2874 0.22
H -4.2318 -3.7798 -3.9144 0.40
H -6.4082 1.8400 1.7632 0.26
H 2.7245 1.4937 3.2415 0.22
H 3.4737 0.9816 -5.3825 0.24
H -0.1376 4.1861 -5.7396 0.26
H -4.0129 -5.2546 -4.7898 0.42
H 1.5676 2.5377 -0.3849 0.20
H 6.1238 1.1687 0.9219 0.23
H 2.5815 -0.8837 -1.6286 0.22
H 0.6096 2.7643 1.3765 0.24
H 4.1627 -4.0919 0.3087 0.22
H -2.7361 4.5559 3.3415 0.25
H -1.6031 0.2756 5.2855 0.22
H 1.0081 -4.6202 3.1572 0.22
H 2.2532 2.1196 5.5672 0.22
```

Output
2S+1   5
F_max   0.93 eV/A
Expectation value of S²   6.07
Charge   +1
E_HOMO (alpha / beta)   -10.486 / -10.483 eV

=====

A structure of composition C42H30AsCl4CrO2SSbSe, computed with ωB97M-V with the def2-TZVPD basis set.

XYZ file:
```
83
Properties=species:S:1:pos:R:3:lowdin_spin:R:1
Sb 1.3103 -1.4243 -1.5552 0.01
Se -0.1305 0.6879 -2.2678 0.03
As -1.6261 1.0828 1.0831 0.01
Cr 0.6350 1.7299 -0.1699 3.76
Cl 1.1025 4.0866 4.1749 0.00
Cl 3.8312 5.6754 4.3680 0.00
Cl 5.7858 5.6689 1.9155 0.00
Cl 4.9978 4.0978 -0.7044 0.00
S 1.8098 -0.7044 0.5725 0.05
O 0.7544 2.7131 1.5893 0.03
O 2.3801 2.7371 -0.4964 0.03
C -2.5833 2.7900 1.0124 0.01
C 3.7347 -1.2360 -5.2723 0.00
C -4.8231 -1.6986 1.2187 0.00
C 1.9473 -4.5099 -0.8992 0.00
C 2.5094 -3.3154 -1.3559 0.00
C 3.2731 0.3686 -3.0503 0.00
C 3.4251 4.8074 2.9168 0.00
C -0.3080 0.4458 3.5410 0.00
C -3.7476 5.3124 0.7633 0.00
C -3.0508 -0.1688 0.6434 0.00
C 2.2171 4.0975 2.8360 0.00
C -2.8509 -4.0746 -2.0957 0.00
C 2.8968 -1.6774 -4.2526 0.00
C 4.6642 -4.4469 -1.3850 0.00
C 2.7453 3.3873 0.5674 0.01
C -0.9307 -3.0029 -3.0687 0.00
C 3.8866 -3.3122 -1.5865 0.00
C 4.2804 4.8031 1.8382 0.00
C 4.0815 -5.6211 -0.9399 0.00
C -1.5085 0.9091 3.0165 0.00
C 2.7188 -5.6479 -0.6920 0.00
C -1.1750 0.6976 5.7711 0.00
C -5.1022 -1.8949 -0.1265 0.00
C -3.3015 -0.4078 -0.7081 0.00
C -3.8015 -0.8396 1.6022 0.00
C -0.1447 0.3391 4.9156 0.00
C 4.3566 -0.0015 -5.1690 0.00
C -2.1743 3.8359 1.8347 0.00
C -0.4669 -2.6511 -1.8044 0.01
C 2.6598 -0.8783 -3.1454 0.01
C 1.8620 3.3860 1.7009 0.01
C -4.3309 -1.2553 -1.0883 0.00
C 3.9374 4.1003 0.6746 0.00
C -1.2280 -2.9899 -0.6900 0.00
C -3.5630 3.0245 0.0518 0.00
C -2.3763 1.1665 5.2506 0.00
C -2.1132 -3.7171 -3.2132 0.00
C -4.1464 4.2771 -0.0692 0.00
C -2.4118 -3.7015 -0.8339 0.00
C 4.1322 0.7950 -4.0515 0.00
C -2.7576 5.0890 1.7104 0.00
C -2.5387 1.2716 3.8774 0.00
H 4.3744 -2.4023 -1.9233 0.00
H 0.8851 -4.5662 -0.6979 0.00
H -2.6482 0.0316 -1.4581 0.00
H -2.4206 5.8964 2.3497 0.00
H -5.4004 -2.2156 1.9769 0.00
H 4.6856 -6.5085 -0.7818 0.00
H -3.8787 2.2272 -0.6057 0.00
H -4.9082 4.4454 -0.8222 0.00
H 3.9068 -1.8634 -6.1403 0.00
H -5.8998 -2.5662 -0.4247 0.00
H 2.4528 -2.6663 -4.3186 0.00
H -4.1975 6.2939 0.6658 0.00
H -2.4619 -3.9895 -4.2041 0.00
H -0.9009 -2.6812 0.2986 0.00
H -3.1813 1.4607 5.9142 0.00
H 5.0163 0.3432 -5.9577 0.00
H -1.0412 0.6253 6.8442 0.00
H -3.4663 1.6612 3.4727 0.00
H -3.7809 -4.6213 -2.2094 0.00
H 4.6172 1.7599 -3.9606 0.00
H -0.3796 -2.6975 -3.9510 0.00
H 5.7326 -4.4079 -1.5735 0.00
H 0.5003 0.1835 2.8692 0.00
H -1.3711 3.6822 2.5442 0.00
H -4.5055 -1.4408 -2.1412 0.00
H -3.5946 -0.6939 2.6573 0.00
H 3.0739 1.0142 -2.1999 0.00
H 2.2501 -6.5595 -0.3348 0.00
H 0.8005 -0.0088 5.3140 0.00
H -3.0024 -3.9417 0.0428 0.00
```

Output
ΔE to the lowest compared entry with this formula, charge and spin   0.0 kJ/mol
2S+1   5
F_max   0.83 eV/A
Expectation value of S²   6.02
Charge   -2
E_HOMO (alpha / beta)   -1.484 / -2.096 eV

=====

A structure of composition C42H30BrF4P3RhS4 at a distorted geometry, computed with ωB97M-V with the def2-TZVPD basis set.

XYZ file:
```
85
Properties=species:S:1:pos:R:3:mulliken_charge:R:1
Rh -0.0562 -0.3754 -0.3046 -0.70
Br -1.8317 -2.4397 -0.4125 -0.22
S 1.8626 0.9839 -0.2089 -0.44
S -0.7382 0.8485 -2.2919 -0.58
S -2.0707 0.7529 0.5983 -0.47
S 0.2590 -0.4681 2.1289 -0.32
P 1.2929 -2.2166 -0.7063 2.14
P 1.2438 1.2506 1.6857 0.70
P -2.4279 1.2911 -1.3040 0.65
F -1.0853 -5.5449 3.6446 -0.28
F 1.5887 -5.6499 3.2477 -0.28
F -2.6397 -4.1153 1.9614 -0.33
F 2.7255 -4.3178 1.2722 -0.37
C -4.0798 4.9237 -0.6731 -0.71
C -5.2679 -0.0213 -3.8751 -0.63
C 3.1846 1.4650 5.2367 -0.75
C 3.0550 -2.0018 -0.4041 0.85
C 0.7228 -4.9739 -4.3003 -0.54
C 1.1062 -3.2636 -2.1564 0.35
C -3.8521 0.4242 -1.9823 0.80
C -5.8058 -0.9559 -1.7220 -0.70
C -1.3223 -4.1041 1.8011 0.56
C -2.1751 3.8474 -2.3939 -0.31
C 1.6634 -5.2868 -3.3236 -0.79
C -4.6815 -0.3465 -1.1746 -0.25
C -0.7232 -3.3785 0.8018 0.36
C 4.4650 1.8573 4.8623 -0.50
C 0.8317 -4.8988 2.4631 0.31
C 0.1714 -2.9480 -3.1355 -0.11
C 5.7676 -1.5961 0.0209 -0.69
C 3.7974 1.8696 2.5566 -0.49
C -2.8007 3.0426 -1.4498 0.65
C -6.0980 -0.7911 -3.0657 -0.47
C 1.8581 -4.4373 -2.2489 -0.43
C 3.9454 -2.0770 -1.4697 -0.93
C -0.6933 2.8487 2.8447 -0.29
C 2.5181 1.4727 2.9311 0.85
C -0.0223 -3.8092 -4.2078 -0.72
C -0.5310 -4.8546 2.6637 0.48
C 3.5198 -1.6685 0.8684 -0.60
C 5.3030 -1.8761 -1.2541 -0.76
C 4.7712 2.0632 3.5260 -0.68
C 0.6610 -3.3470 0.6122 -0.13
C 0.3421 3.7472 0.8611 -0.46
C -0.4263 4.8986 0.9905 -0.55
C -3.4552 5.7292 -1.6191 -0.47
C -2.5067 5.1935 -2.4774 -0.72
C 4.8734 -1.4823 1.0805 -1.03
C -3.7556 3.5807 -0.5880 -0.46
C 0.2071 2.7212 1.7870 1.27
C -4.1488 0.5870 -3.3371 -0.75
C 2.2074 1.2712 4.2742 -0.38
C -1.4543 3.9964 2.9700 -0.78
C -1.3221 5.0227 2.0399 -0.59
C 1.4131 -4.1627 1.4346 0.01
H 5.7663 2.3740 3.2372 0.44
H -3.5003 1.1844 -3.9681 0.40
H 3.5893 -2.2924 -2.4690 0.50
H -4.2398 2.9522 0.1517 0.42
H 2.9491 1.3068 6.2805 0.43
H -3.7140 6.7778 -1.6884 0.41
H 5.2281 1.9935 5.6172 0.42
H -6.4513 -1.5566 -1.0950 0.43
H -4.8205 5.3438 -0.0055 0.45
H -2.0227 5.8226 -3.2127 0.42
H 2.5879 -4.6864 -1.4872 0.47
H -0.3243 5.6956 0.2656 0.47
H -1.9229 5.9179 2.1345 0.45
H -0.7553 -3.5689 -4.9660 0.47
H -1.4239 3.4294 -3.0524 0.41
H -4.4485 -0.4693 -0.1242 0.46
H 1.0245 3.6425 0.0270 0.33
H 4.0353 2.0254 1.5103 0.38
H 5.2314 -1.2508 2.0752 0.49
H 2.8252 -1.5673 1.6941 0.56
H 6.8285 -1.4685 0.1921 0.43
H 5.9941 -1.9463 -2.0833 0.45
H -5.4968 0.1019 -4.9252 0.42
H -0.8234 2.0369 3.5507 0.34
H -2.1607 4.0874 3.7846 0.42
H 2.2439 -6.1966 -3.3993 0.43
H 0.5758 -5.6426 -5.1381 0.41
H -6.9774 -1.2593 -3.4880 0.41
H 1.2129 0.9592 4.5706 0.34
H -0.3963 -2.0268 -3.0674 0.24
```

Output
ΔE to the lowest compared entry with this formula, charge and spin   0.0 kJ/mol
F_max   1.05 eV/A
Charge   +1
E_HOMO   -10.907 eV

=====

A structure of composition C42H31ClIN2O3Y, computed with ωB97M-V with the def2-TZVPD basis set.

XYZ file:
```
81
Properties=species:S:1:pos:R:3:mulliken_charge:R:1
I 3.6277 4.9345 0.1020 0.03
Y 0.3350 0.7773 0.7750 1.35
Cl 4.2177 4.4341 5.7402 -0.27
O 1.1749 -1.0319 0.1877 -0.81
O 1.6574 2.5243 0.8012 -0.80
O -1.7427 0.9398 0.8165 -0.21
N 1.0726 1.2972 3.1158 -0.19
N -0.0506 0.8925 -1.6566 0.42
C 2.1996 -0.0532 -1.7512 -1.57
C 2.0347 -1.3282 -0.8651 3.26
C 5.7228 -2.6818 0.9418 -0.42
C 0.7174 0.0969 -3.7679 -0.87
C 3.7480 4.4546 3.0922 -0.55
C 0.1021 -2.7344 -1.7134 0.16
C -3.0016 -1.4751 0.4268 -0.20
C -6.2927 2.4334 0.3525 -1.04
C 4.5291 -3.3745 1.1171 -0.92
C 3.3701 -2.9240 0.5121 -0.30
C -3.8908 -3.0909 -1.1179 -0.65
C -6.1659 3.0943 1.5670 -0.49
C -0.4924 0.4338 -4.3422 -0.92
C 0.3602 -4.2655 -3.5547 -0.61
C 2.2425 2.9652 1.8766 0.56
C 3.3754 -1.7761 -0.2801 -0.38
C 0.7663 0.6881 4.2399 -0.33
C -3.8769 2.3606 1.7027 -0.26
C -3.3565 -2.7810 0.1250 -0.76
C -5.2159 1.7421 -0.1800 -0.14
C -4.0673 -2.0818 -2.0516 -1.15
C -3.9942 1.7001 0.4873 -0.32
C 1.3045 1.0601 5.4803 -0.88
C -3.7108 -0.7756 -1.7441 0.14
C -4.9553 3.0531 2.2394 -0.85
C 1.4543 -2.4229 -1.7652 -0.47
C 1.7152 -3.9633 -3.6064 -0.95
C 5.7385 -1.5404 0.1607 -1.04
C 2.5482 2.7769 4.3466 -0.26
C 2.2566 -3.0492 -2.7160 -0.57
C 3.1464 4.0114 1.8996 -0.35
C -3.1700 -0.4530 -0.5031 0.11
C 0.9105 0.3387 -2.4158 -0.07
C 3.4595 3.8605 4.2843 0.54
C 4.5697 -1.0899 -0.4476 -0.17
C -1.2391 1.2067 -2.2006 0.64
C -1.4781 0.9945 -3.5516 -0.59
C -0.4416 -3.6524 -2.6040 -0.44
C 2.1923 2.0981 5.5305 -0.60
C -2.3107 1.8177 -1.3351 -2.02
C -2.7752 0.9754 -0.1084 2.10
C 1.9534 2.3406 3.1446 0.51
H -2.9311 2.3232 2.2241 0.40
H -2.5876 -1.2341 1.3964 0.49
H 6.6316 -3.0333 1.4132 0.42
H -5.3415 1.2190 -1.1202 0.31
H 0.0641 -0.1359 4.1746 0.54
H -1.9513 2.7613 -0.9149 0.64
H -3.8571 -0.0073 -2.4919 0.43
H 2.5614 0.7697 -1.1235 0.66
H 2.4379 -3.4588 0.6489 0.43
H -0.0644 -4.9809 -4.2476 0.44
H -4.8450 3.5630 3.1884 0.41
H 1.5075 -0.3622 -4.3454 0.46
H -0.5257 -2.2540 -0.9741 0.11
H 3.3178 -2.8270 -2.7517 0.44
H 6.6604 -0.9905 0.0192 0.42
H -7.0062 3.6336 1.9848 0.39
H 2.6304 2.4100 6.4687 0.44
H 4.6133 -0.1905 -1.0478 0.39
H -7.2348 2.4514 -0.1808 0.41
H 1.0152 0.5233 6.3721 0.40
H -1.4985 -3.8810 -2.5505 0.31
H -4.4796 -2.3099 -3.0266 0.38
H -2.4356 1.2698 -3.9720 0.45
H 2.9480 -0.2296 -2.5241 0.83
H 4.5064 -4.2692 1.7266 0.41
H -3.2133 -3.5599 0.8634 0.41
H -0.6683 0.2568 -5.3955 0.44
H -3.1629 2.0644 -1.9688 0.50
H -4.1662 -4.1103 -1.3566 0.42
H 4.4484 5.2777 3.0619 0.41
H 2.3521 -4.4460 -4.3371 0.41
```

Output
ΔE to the lowest compared entry with this formula, charge and spin   0.0 kJ/mol
F_max   0.14 eV/A
Charge   0
E_HOMO   -7.885 eV

=====

A structure of composition C42H31GeN6O2SeTi, computed with ωB97M-V with the def2-TZVPD basis set.

XYZ file:
```
84
Properties=species:S:1:pos:R:3:lowdin_spin:R:1
Se 3.2033 -0.7175 -1.4477 0.00
Ge 1.9843 1.1727 2.0488 -0.01
Ti 0.2969 0.0621 0.1619 0.97
O -2.8410 1.9744 2.1485 0.00
O 0.1626 1.6476 -3.7081 0.00
N 2.1575 -1.1924 -0.0639 0.00
N -1.0242 1.4754 0.7902 0.00
N 4.3287 -2.0541 -1.1850 0.01
N 0.2269 1.3682 -1.4029 0.00
N -1.1187 -1.0601 1.5022 0.01
N -0.1270 -1.2219 -1.6707 0.01
C -2.0605 -2.8824 2.7309 0.00
C 2.5846 3.7901 0.8622 0.00
C 4.5826 -3.8802 0.3963 0.00
C -0.7607 2.9053 5.5669 0.00
C -0.1305 2.6845 -1.0266 0.00
C 4.0944 -4.4545 1.5174 0.00
C -2.0177 -0.2386 2.0702 0.00
C -0.9491 5.1224 -0.0043 0.00
C -0.2804 5.0636 -1.2170 0.00
C 0.1337 3.8434 -1.7389 0.00
C -0.8330 2.7391 0.1949 0.01
C 3.9191 -2.7245 -0.1285 0.00
C -2.9783 -2.0250 3.3249 0.00
C 5.3146 3.7693 1.2800 0.00
C 0.9018 3.2754 3.8625 0.00
C -0.7638 1.5522 5.2569 0.00
C 0.0567 1.0765 4.2446 0.00
C -2.9583 -0.6869 2.9837 0.00
C 5.2749 -1.4129 2.9073 0.00
C 4.5356 2.6914 1.6838 0.00
C 4.7279 4.8621 0.6606 0.00
C 0.0145 -1.1361 -4.0539 0.00
C -0.1717 -2.5055 -4.1261 0.00
C 0.0746 3.7637 4.8674 0.00
C 2.2689 -2.8503 1.7264 0.00
C 3.0662 -0.4698 4.2855 0.00
C 5.0465 -1.8395 4.2079 0.00
C 2.7246 -2.2336 0.5213 0.00
C 3.2646 -0.0384 2.9726 0.00
C 2.9461 -3.9217 2.1988 0.00
C 3.1573 2.6672 1.4648 0.00
C 3.3550 4.8740 0.4638 0.00
C 4.3886 -0.5327 2.3015 0.00
C -1.1529 -2.3580 1.8339 0.01
C 0.0303 -0.5322 -2.8091 0.00
C -1.2358 3.9640 0.7096 0.00
C -1.9976 1.2253 1.6799 0.00
C -0.3375 -3.2230 -2.9500 0.00
C 3.9395 -1.3618 4.8958 0.00
C 0.1717 0.9750 -2.6915 0.00
C 0.9060 1.9229 3.5285 0.00
C -0.3033 -2.5420 -1.7479 0.00
H 2.8740 5.7270 0.0005 0.00
H -0.4896 -4.2929 -2.9560 0.00
H 0.1403 -0.5080 -4.9242 0.00
H 2.2253 -0.0889 4.8533 0.00
H 5.7342 -2.5261 4.6868 0.00
H -0.1906 -3.0088 -5.0836 0.00
H -1.4132 0.8722 5.7964 0.00
H -1.7638 4.0016 1.6498 0.00
H -1.4081 3.2879 6.3458 0.00
H 3.7633 -1.6731 5.9189 0.00
H -0.0698 5.9739 -1.7640 0.00
H -3.6390 0.0436 3.3972 0.00
H 4.5917 -0.2094 1.2835 0.00
H 1.5164 3.8413 0.7204 0.00
H -3.6978 -2.4012 4.0403 0.00
H 6.3826 3.7573 1.4627 0.00
H 5.0193 1.8698 2.1952 0.00
H -0.4143 -2.9988 1.3687 0.00
H 4.5888 -5.3184 1.9419 0.00
H 5.4645 -4.2488 -0.1089 0.00
H 0.0385 0.0139 4.0116 0.00
H 1.5471 3.9634 3.3266 0.00
H 6.1427 -1.7667 2.3629 0.00
H 5.3335 5.7044 0.3498 0.00
H 0.6627 3.7873 -2.6777 0.00
H 2.6425 -4.3781 3.1318 0.00
H -2.0368 -3.9378 2.9629 0.00
H 1.4490 -2.4058 2.2738 0.00
H 0.0824 4.8211 5.1034 0.00
H -0.4186 -3.0726 -0.8120 0.00
H -1.2571 6.0795 0.3969 0.00
```

Output
ΔE to the lowest compared entry with this formula, charge and spin   0.0 kJ/mol
2S+1   2
F_max   0.35 eV/A
Expectation value of S²   0.76
Charge   0
E_HOMO (alpha / beta)   -7.296 / -7.206 eV